A 7-piece molecular cluster, C7H25O7 overall in a non-equilibrium geometry, computed with ωB97M-V/def2-TZVPD.

```
! RIJCOSX wB97M-V def2-TZVPD def2/J DEFGRID3
* xyz -1 1
C -1.0713 1.7851 -1.1790
O -0.0387 2.4328 -0.4969
C -1.1821 0.2341 -0.9554
C -0.2999 -0.5390 -1.8907
C 1.0838 -0.9860 -1.3988
C 1.6571 -0.4437 -0.3336
C 2.8613 -0.9077 0.4282
C 1.7303 -1.9268 -2.3990
H -2.0336 2.2083 -0.8433
H -0.8911 2.0939 -2.2252
H -1.0212 0.0060 0.1087
H -2.2540 0.0578 -1.1476
H -0.1382 -0.0538 -2.8917
H -0.8157 -1.4089 -2.3431
H 1.2836 0.4488 0.1468
H 3.6750 -0.1900 0.4774
H 2.6354 -1.0963 1.4669
H 3.3233 -1.7836 -0.0456
H 1.2176 -1.9307 -3.3679
H 1.9532 -2.8824 -1.8927
H 2.7147 -1.5464 -2.6215
H -2.1371 0.4865 2.1804
H -3.3007 1.1322 1.1335
O -3.0928 0.7778 1.9889
H -0.4683 1.5577 2.5464
H -1.0551 0.2765 3.9157
O -0.7961 0.1681 2.9985
H -1.5785 2.5174 2.0263
H -0.0848 2.5009 0.4884
O -0.6203 2.5220 2.1453
H 1.8796 3.5937 -1.8512
H 1.4820 2.2251 -1.3524
O 2.1068 2.6732 -1.9852
H 0.7301 -2.1017 1.7903
H -0.3449 -1.2965 2.4105
O -0.0630 -2.2602 2.3134
H -1.6930 -3.0712 1.0413
H -2.8760 -2.3317 1.1317
O -2.4777 -2.9412 0.4819
*
```

Values from the calculation:
- Gap between HOMO and LUMO: 9.08 eV
- Strongest force on any atom: 1.9 eV/Å
- Energy above the lowest of the compared OMol25 structures with the same formula, charge and spin: 0.000 eV
- LUMO: 0.1172 hartree
- E_tot: -808.42162 Eh

Results of the Mulliken charge analysis, in e, for atoms 1 through 8:
1. C -0.73
2. O -0.50
3. C 0.41
4. C -1.40
5. C 1.28
6. C -0.12
7. C -1.63
8. C -1.79